No. 1
C6H13PS in the gas phase at a distorted geometry, computed with wB97M-V/def2-TZVPD.

Properties
* relative energy (zero: lowest compared OMol25 entry of this formula, charge and spin): 159.9 kJ/mol
* orbital gap: 8.593 eV
* LUMO level: 0.14 eV
* E_HOMO: -0.31060 Ha
* total charge: 0
* SMILES string: C/C=C/P(C)SCC
* spin multiplicity: 1

Each line ends with the natural charge from an NBO analysis.
Positions of all 21 atoms, in Å:
C1 2.40 0.63 0.72  -0.135
C2 1.77 -0.45 0.30  -0.556
C3 -2.42 1.06 0.47  -0.406
C4 3.30 1.33 -0.21  -0.644
C5 -3.24 0.37 -0.58  -0.643
C6 0.02 -2.31 -0.38  -0.943
P1 0.57 -1.50 1.20  0.775
S1 -1.37 -0.24 1.63  -0.299
H1 2.14 0.81 1.78  0.220
H2 1.87 -1.00 -0.69  0.198
H3 -1.80 1.95 0.26  0.215
H4 2.72 1.48 -1.06  0.221
H5 4.14 0.81 -0.44  0.222
H6 3.57 2.27 0.11  0.216
H7 -3.82 1.18 -1.14  0.217
H8 -3.69 -0.52 -0.11  0.231
H9 -2.68 -0.01 -1.32  0.200
H10 -0.34 -1.45 -0.80  0.223
H11 0.85 -2.82 -0.92  0.231
H12 -0.84 -2.97 -0.12  0.240
H13 -3.15 1.39 1.30  0.216


No. 2
A molecular structure, C14H31HgN5O3P2, computed with wB97M-V/def2-TZVPD.

Properties
* orbital gap (spin up / spin down): 8.901 / 6.507 eV
* LUMO level (spin up / spin down): -1.93 / -4.80 eV
* E_HOMO (spin up / spin down): -0.39794 / -0.41555 Ha
* total charge: +1
* spin multiplicity: 2

Each line ends with the natural charge from an NBO analysis.
Positions of all 56 atoms, in Å:
Hg1 2.15 1.66 -0.56  0.833
C1 -0.58 -2.97 -0.21  -0.415
N1 -1.32 -1.71 -0.33  -0.817
C2 -2.68 -1.86 -0.84  -0.412
P1 -0.50 -0.34 -0.68  2.519
O1 0.83 -0.34 -0.01  -1.176
O2 -1.49 0.82 -0.20  -1.109
P2 -1.13 2.04 0.85  2.523
O3 0.21 2.59 0.53  -1.174
N2 -2.35 3.08 0.63  -0.816
C3 -2.40 3.87 -0.60  -0.405
C4 -3.52 3.21 1.49  -0.399
N3 -1.26 1.39 2.34  -0.815
C5 -2.24 0.32 2.57  -0.414
C6 -0.03 1.20 3.12  -0.405
N4 -0.42 -0.07 -2.31  -0.831
C7 0.72 -0.69 -3.00  -0.410
C8 -0.95 1.11 -2.99  -0.401
H1 -1.08 -3.61 0.51  0.207
H2 0.43 -2.78 0.13  0.238
H3 -0.54 -3.50 -1.17  0.188
H4 -3.23 -2.54 -0.18  0.213
H5 -2.69 -2.27 -1.85  0.196
H6 -3.20 -0.90 -0.84  0.215
H7 -1.45 3.78 -1.14  0.221
H8 -2.55 4.92 -0.35  0.214
H9 -3.21 3.54 -1.25  0.195
H10 -3.30 2.82 2.49  0.224
H11 -4.39 2.68 1.08  0.193
H12 -3.77 4.26 1.59  0.213
H13 -3.10 0.44 1.91  0.213
H14 -2.59 0.37 3.60  0.214
H15 -1.80 -0.66 2.38  0.203
H16 0.69 1.97 2.87  0.227
H17 0.41 0.22 2.93  0.193
H18 -0.27 1.29 4.18  0.210
H19 1.05 -1.59 -2.48  0.222
H20 1.58 -0.01 -3.05  0.184
H21 0.43 -0.95 -4.02  0.213
H22 -1.83 1.48 -2.48  0.218
H23 -1.23 0.83 -4.01  0.211
H24 -0.21 1.91 -3.05  0.185
N5 4.03 0.45 0.68  -0.842
C9 3.87 -0.92 0.37  0.128
C10 3.37 -1.80 1.32  -0.242
C11 3.17 -3.13 0.99  -0.187
C12 3.46 -3.59 -0.29  -0.232
C13 3.96 -2.70 -1.24  -0.201
C14 4.17 -1.37 -0.91  -0.220
H25 4.77 0.93 0.20  0.406
H26 3.98 0.69 1.66  0.405
H27 3.14 -1.44 2.32  0.213
H28 2.80 -3.82 1.74  0.224
H29 3.31 -4.63 -0.55  0.226
H30 4.20 -3.05 -2.23  0.224
H31 4.56 -0.68 -1.65  0.209


No. 3
C4H5NO2 in the gas phase at a distorted geometry, computed with wB97M-V/def2-TZVPD.

Properties
* relative energy (zero: lowest compared OMol25 entry of this formula, charge and spin): 136.6 kJ/mol
* orbital gap: 9.250 eV
* LUMO level: 0.75 eV
* E_HOMO: -0.31241 Ha
* total charge: 0
* SMILES string: Cc1coc(=O)[nH]1
* spin multiplicity: 1

Each line ends with the natural charge from an NBO analysis.
Positions of all 12 atoms, in Å:
C1 0.99 0.88 -1.16  -0.647
C2 0.18 0.09 -0.18  0.124
C3 0.55 -1.02 0.48  -0.022
O1 -0.56 -1.68 0.99  -0.475
C4 -1.37 -0.63 1.24  0.896
O2 -1.96 -0.51 2.27  -0.534
N1 -1.15 0.33 0.17  -0.672
H1 1.01 0.33 -2.11  0.231
H2 0.62 1.88 -1.35  0.224
H3 2.03 0.94 -0.81  0.239
H4 1.48 -1.37 0.90  0.215
H5 -1.82 0.77 -0.45  0.422


No. 4
A molecular structure, C58H50N8OPbSSb2, computed with wB97M-V/def2-TZVPD.

Properties
* relative energy (zero: lowest compared OMol25 entry of this formula, charge and spin): 428.4 kJ/mol
* orbital gap: 7.171 eV
* LUMO level: -5.00 eV
* E_HOMO: -0.44715 Ha
* total charge: +2
* spin multiplicity: 1

Each line ends with the Mulliken charge.
Positions of all 121 atoms, in Å:
Pb1 0.28 0.48 0.87  1.493
C1 5.06 0.18 0.51  -0.841
C2 5.59 0.87 1.59  -0.766
C3 4.74 1.60 2.40  -0.727
C4 3.38 1.63 2.10  0.455
N1 2.87 0.94 1.08  0.343
C5 3.69 0.23 0.31  -0.413
C6 2.42 2.43 2.92  0.402
C7 2.84 3.48 3.73  -0.887
C8 1.90 4.17 4.47  -0.690
C9 0.57 3.79 4.39  -0.995
C10 0.23 2.75 3.54  -0.423
N2 1.13 2.09 2.82  0.681
H1 5.69 -0.41 -0.14  0.520
H2 6.65 0.83 1.81  0.452
H3 5.12 2.13 3.26  0.480
H4 3.23 -0.33 -0.49  0.340
H5 3.88 3.76 3.77  0.460
H6 2.20 4.99 5.11  0.465
H7 -0.20 4.30 4.96  0.479
H8 -0.79 2.41 3.45  0.518
C11 -4.34 1.83 -0.50  0.010
C12 -5.08 0.58 -0.77  -1.569
C13 -4.47 -0.60 -0.86  -0.529
C14 -3.02 -0.70 -0.62  -0.700
N3 -2.24 0.29 -0.41  1.093
C15 -2.80 1.63 -0.43  -0.959
C16 -2.43 -2.06 -0.51  1.492
C17 -3.22 -3.00 0.31  -0.642
C18 -2.95 -4.30 0.41  -1.588
C19 -1.70 -4.89 -0.15  0.259
C20 -0.75 -3.83 -0.78  -0.463
C21 -1.30 -2.47 -1.08  -0.130
H9 -4.77 2.37 0.35  0.602
H10 -6.15 0.64 -0.91  0.479
H11 -5.01 -1.51 -1.06  0.730
H12 -2.34 2.19 0.39  0.395
H13 -4.08 -2.60 0.82  0.691
H14 -3.60 -4.96 0.96  0.433
H15 -1.86 -5.82 -0.69  0.541
H16 -0.18 -4.26 -1.60  0.631
C22 0.46 2.52 -3.90  -1.413
C23 -0.27 1.29 -4.43  -0.604
C24 0.38 -0.05 -4.08  -1.000
Sb1 -0.35 -1.70 -2.85  1.500
C25 1.41 -2.82 -3.14  1.289
C26 2.30 -3.12 -2.12  -0.166
C27 3.48 -3.79 -2.40  -1.265
C28 3.79 -4.15 -3.70  -0.673
C29 2.92 -3.83 -4.73  -0.957
C30 1.73 -3.16 -4.46  -1.255
C31 -1.79 -2.48 -4.16  1.467
C32 -1.62 -3.64 -4.92  -0.914
C33 -2.64 -4.09 -5.74  -0.847
C34 -3.84 -3.39 -5.81  -0.701
C35 -4.02 -2.24 -5.05  -0.878
C36 -3.00 -1.79 -4.23  -0.258
Sb2 0.40 2.82 -1.78  1.066
C37 1.38 4.67 -1.64  0.209
C38 2.18 4.91 -0.52  -0.312
C39 2.85 6.11 -0.37  -0.548
C40 2.74 7.08 -1.35  -0.563
C41 1.96 6.86 -2.47  -0.745
C42 1.28 5.66 -2.62  -0.264
C43 -1.63 3.46 -1.75  -0.488
C44 -2.63 2.35 -1.77  1.756
C45 -4.14 2.73 -1.76  0.306
C46 -4.42 4.19 -1.58  -1.439
C47 -3.44 5.09 -1.51  -0.685
C48 -2.02 4.72 -1.60  -0.384
H17 0.02 3.41 -4.34  0.563
H18 1.51 2.48 -4.20  0.587
H19 -0.22 1.34 -5.52  0.533
H20 -1.33 1.30 -4.20  0.181
H21 1.42 0.05 -3.77  0.572
H22 0.34 -0.71 -4.94  0.607
H23 2.08 -2.82 -1.10  0.707
H24 4.16 -4.03 -1.59  0.545
H25 4.71 -4.68 -3.91  0.424
H26 3.15 -4.11 -5.74  0.473
H27 1.07 -2.93 -5.28  0.482
H28 -0.70 -4.21 -4.86  0.519
H29 -2.51 -4.99 -6.32  0.451
H30 -4.63 -3.74 -6.45  0.420
H31 -4.95 -1.69 -5.11  0.485
H32 -3.16 -0.89 -3.64  0.287
H33 2.27 4.15 0.25  0.155
H34 3.46 6.29 0.50  0.433
H35 3.26 8.02 -1.24  0.396
H36 1.87 7.62 -3.24  0.423
H37 0.67 5.50 -3.50  0.358
H38 -2.41 1.62 -2.55  -1.641
H39 -4.69 2.35 -2.63  0.575
H40 -5.45 4.50 -1.53  0.454
H41 -3.68 6.14 -1.39  0.424
H42 -1.29 5.52 -1.52  0.498
N4 1.18 -1.35 4.14  0.118
C49 -0.14 -1.23 4.28  0.391
S1 -1.16 -0.79 2.97  -0.594
N5 -0.71 -1.42 5.47  -0.015
C50 -0.07 -1.89 6.67  0.070
C51 -0.28 -1.17 7.84  -0.540
C52 0.29 -1.62 9.02  -0.534
C53 1.08 -2.76 9.02  -0.515
C54 1.27 -3.47 7.85  -0.594
C55 0.69 -3.05 6.67  -0.180
H43 1.57 -1.46 3.21  -0.101
H44 1.74 -1.68 4.92  0.399
H45 -1.68 -1.14 5.53  0.294
H46 -0.88 -0.27 7.82  0.434
H47 0.13 -1.06 9.93  0.388
H48 1.53 -3.10 9.94  0.408
H49 1.86 -4.38 7.85  0.422
H50 0.80 -3.65 5.77  0.531
O1 1.09 -1.55 0.09  0.706
N6 1.52 -2.24 1.15  -1.113
C56 1.04 -3.43 1.31  0.069
C57 -0.04 -4.06 0.54  0.263
N7 -0.74 -5.03 0.99  -0.857
C58 1.48 -4.11 2.50  -0.086
N8 1.84 -4.61 3.46  -0.634